Record 1
Density functional theory data (the ωB97M-V functional and the def2-TZVPD basis) for 2 unconnected molecules or ions with the total composition C10H16 in a non-equilibrium geometry.

As for the structure (SMILES): Cc1ccccc1.CCC. The HOMO-LUMO gap is 0.358 Eh. The HOMO energy is -8.820 eV. As for the energy above the lowest of the compared OMol25 structures with the same formula, charge and spin: 49.81 kcal per mole.

Geometry as XYZ:
```
26
C10H16 | the OMol25 dataset | the ωB97M-V functional and the def2-TZVPD basis
C 1.363 -1.545 3.380
C 0.274 -1.741 2.349
C 0.462 -1.382 0.994
C -0.405 -1.456 -0.102
C -1.752 -1.627 0.336
C -1.897 -2.267 1.607
C -0.993 -2.256 2.657
H 2.097 -0.855 2.952
H 1.817 -2.491 3.849
H 1.073 -1.001 4.298
H 1.426 -0.927 0.744
H -0.096 -1.134 -1.059
H -2.567 -1.463 -0.331
H -2.974 -2.438 1.817
H -1.232 -2.834 3.540
C 0.989 2.319 -3.525
C 0.018 1.636 -2.395
C -0.252 2.662 -1.354
H 2.109 2.070 -3.597
H 0.524 2.113 -4.535
H 1.013 3.448 -3.414
H -0.832 1.233 -2.838
H 0.629 0.840 -1.977
H -0.900 3.536 -1.724
H -0.490 2.192 -0.440
H 0.596 3.368 -1.230
```

***

Record 2
Density functional theory data (the ωB97M-V functional and the def2-TZVPD basis) for 2 unconnected molecules or ions with the total composition C10H16 in a non-equilibrium geometry.

As for the structure (SMILES): CCc1ccccc1.CC. The HOMO-LUMO gap is 0.366 Eh. The HOMO energy is -8.971 eV. As for the energy above the lowest of the compared OMol25 structures with the same formula, charge and spin: 26.92 kcal per mole.

Geometry as XYZ:
```
26
C10H16 | the OMol25 dataset | the ωB97M-V functional and the def2-TZVPD basis
C 0.968 1.858 -1.897
C 0.799 0.698 -0.883
C -0.673 0.452 -0.689
C -1.217 0.913 0.566
C -2.529 0.597 0.844
C -3.356 -0.161 -0.011
C -2.848 -0.506 -1.257
C -1.536 -0.120 -1.560
H 1.914 2.370 -1.792
H 0.274 2.617 -1.494
H 0.559 1.594 -2.862
H 1.199 -0.199 -1.364
H 1.347 0.869 0.029
H -0.548 1.645 0.996
H -2.901 0.897 1.827
H -4.355 -0.477 0.280
H -3.580 -1.074 -1.821
H -1.233 -0.331 -2.611
C 2.495 -0.820 2.020
C 1.932 -2.114 1.388
H 1.796 -0.476 2.800
H 3.478 -1.048 2.396
H 2.648 0.045 1.355
H 1.424 -2.654 2.187
H 1.186 -1.897 0.638
H 2.757 -2.678 0.915
```

***

Record 3
Density functional theory data (the ωB97M-V functional and the def2-TZVPD basis) for 2 unconnected molecules or ions with the total composition C10H16 in a non-equilibrium geometry.

As for the structure (SMILES): Cc1ccccc1.CCC. The HOMO-LUMO gap is 0.371 Eh. The HOMO energy is -9.163 eV. As for the energy above the lowest of the compared OMol25 structures with the same formula, charge and spin: 53.45 kcal per mole.

Geometry as XYZ:
```
26
C10H16 | the OMol25 dataset | the ωB97M-V functional and the def2-TZVPD basis
C 1.253 -2.056 1.674
C 1.407 -0.582 1.453
C 0.727 0.282 2.164
C 0.815 1.610 1.762
C 1.636 2.050 0.827
C 2.586 1.171 0.311
C 2.451 -0.144 0.563
H 0.183 -2.300 1.559
H 1.759 -2.543 2.581
H 1.835 -2.692 0.960
H -0.068 -0.105 2.816
H 0.105 2.251 2.099
H 1.833 3.088 0.511
H 3.374 1.443 -0.251
H 3.103 -0.890 0.103
C -2.197 0.759 -0.832
C -2.005 0.400 -2.287
C -2.018 -1.141 -2.336
H -1.330 0.737 -0.292
H -2.756 0.024 -0.258
H -2.665 1.845 -0.573
H -2.741 0.801 -3.041
H -0.918 0.628 -2.641
H -1.449 -1.807 -3.078
H -1.827 -1.531 -1.343
H -3.094 -1.302 -2.451
```

***

Record 4
Density functional theory data (the ωB97M-V functional and the def2-TZVPD basis) for 2 unconnected molecules or ions with the total composition C10H16 in a non-equilibrium geometry.

As for the structure (SMILES): Cc1ccccc1.CCC. The HOMO-LUMO gap is 0.362 Eh. The HOMO energy is -8.888 eV. As for the energy above the lowest of the compared OMol25 structures with the same formula, charge and spin: 26.51 kcal per mole.

Geometry as XYZ:
```
26
C10H16 | the OMol25 dataset | the ωB97M-V functional and the def2-TZVPD basis
C -1.984 2.373 1.706
C -0.693 1.980 1.016
C -0.647 1.269 -0.141
C 0.556 1.024 -0.872
C 1.716 1.417 -0.227
C 1.644 2.185 0.976
C 0.488 2.357 1.688
H -2.291 3.380 1.383
H -1.952 2.491 2.793
H -2.855 1.804 1.334
H -1.581 0.900 -0.554
H 0.586 0.523 -1.817
H 2.687 1.144 -0.595
H 2.554 2.679 1.284
H 0.459 2.803 2.665
C -0.392 -2.952 0.154
C -0.017 -1.909 -0.946
C 0.770 -2.695 -2.042
H 0.442 -3.066 0.853
H -0.712 -3.884 -0.323
H -1.218 -2.487 0.696
H -0.870 -1.461 -1.436
H 0.679 -1.222 -0.508
H 0.818 -2.114 -2.987
H 1.724 -3.041 -1.706
H 0.092 -3.497 -2.395
```

***

Record 5
Density functional theory data (the ωB97M-V functional and the def2-TZVPD basis) for 2 unconnected molecules or ions with the total composition C10H16 in a non-equilibrium geometry.

As for the structure (SMILES): Cc1ccccc1.CCC. The HOMO-LUMO gap is 0.370 Eh. The HOMO energy is -9.144 eV. As for the energy above the lowest of the compared OMol25 structures with the same formula, charge and spin: 63.57 kcal per mole.

Geometry as XYZ:
```
26
C10H16 | the OMol25 dataset | the ωB97M-V functional and the def2-TZVPD basis
C 2.614 1.004 1.615
C 1.439 1.026 0.709
C 0.139 1.076 1.233
C -0.961 1.140 0.486
C -0.905 1.451 -0.836
C 0.332 1.733 -1.328
C 1.509 1.569 -0.610
H 3.424 0.575 0.932
H 2.499 0.219 2.391
H 2.954 1.964 2.013
H 0.135 1.113 2.322
H -2.008 1.017 0.948
H -1.846 1.524 -1.347
H 0.470 2.232 -2.215
H 2.493 1.907 -1.046
C -0.937 -3.095 0.665
C -0.834 -2.218 -0.628
C -2.066 -2.103 -1.325
H -0.266 -4.090 0.490
H -1.980 -3.441 0.908
H -0.480 -2.449 1.455
H -0.352 -1.132 -0.461
H 0.154 -2.619 -1.180
H -2.593 -3.149 -1.678
H -2.879 -1.415 -1.080
H -1.707 -1.756 -2.339
```

***

Record 6
Density functional theory data (the ωB97M-V functional and the def2-TZVPD basis) for 2 unconnected molecules or ions with the total composition C10H16 in a non-equilibrium geometry.

As for the structure (SMILES): CCc1ccccc1.CC. The HOMO-LUMO gap is 0.366 Eh. The HOMO energy is -8.971 eV. As for the energy above the lowest of the compared OMol25 structures with the same formula, charge and spin: 28.09 kcal per mole.

Geometry as XYZ:
```
26
C10H16 | the OMol25 dataset | the ωB97M-V functional and the def2-TZVPD basis
C -0.193 -3.779 0.588
C 0.603 -2.929 -0.386
C -0.063 -1.558 -0.555
C -0.831 -1.337 -1.670
C -1.454 -0.066 -1.723
C -1.575 0.702 -0.575
C -0.986 0.317 0.629
C -0.054 -0.706 0.548
H 0.225 -4.771 0.776
H -1.231 -3.904 0.249
H -0.263 -3.301 1.568
H 1.648 -2.971 -0.076
H 0.481 -3.429 -1.351
H -1.159 -2.104 -2.349
H -1.926 0.253 -2.645
H -2.136 1.630 -0.655
H -1.376 0.784 1.523
H 0.682 -0.843 1.335
C 1.049 2.861 0.221
C 1.318 4.101 1.074
H 1.667 2.903 -0.682
H 1.285 1.935 0.738
H 0.064 2.768 -0.226
H 2.352 4.388 0.858
H 0.713 4.907 0.635
H 1.159 4.151 2.149
```